*P*
22
Properties=species:S:1:pos:R:3 method="wB97M-V/def2-TZVPD" e_homo_ev=-2.4 charge=-1
O -1.331 -2.049 -1.051
N 0.059 -0.281 0.720
C 0.873 -0.021 -0.490
C 1.618 1.242 -0.459
C -2.172 -0.575 1.650
C 3.157 0.927 -0.405
C -2.112 -1.029 -0.862
C -1.400 -0.084 0.363
H -2.959 0.244 1.908
H 1.328 -0.947 -0.756
H 3.590 0.171 0.349
H -1.394 -0.649 2.518
H 3.567 0.810 -1.422
H -3.175 -1.269 -0.497
H 0.216 -1.328 0.900
H 1.216 2.090 -1.071
H -2.822 -1.369 1.315
H -1.488 0.943 0.129
H 0.336 -0.098 -1.490
H 3.694 1.830 -0.106
H 1.393 1.646 0.489
H -2.194 -0.204 -1.733

*Q*
22
Properties=species:S:1:pos:R:3 method="wB97M-V/def2-TZVPD" e_homo_ev=-2.7 charge=-1
O 0.595 1.532 -2.583
N -0.391 0.977 -0.373
C -0.485 1.227 -1.963
C 0.291 -0.248 -0.052
C 0.327 -0.723 2.505
C 1.818 -0.337 -0.094
C -0.287 -1.082 1.117
C -1.820 -1.117 1.152
H -0.968 0.248 -2.253
H 2.148 -0.027 -1.087
H -0.065 -2.130 0.911
H 2.177 -1.328 0.151
H -0.363 -1.090 3.270
H 0.029 -0.930 -0.895
H -2.246 -1.303 2.139
H -1.319 1.989 -1.904
H 0.448 0.337 2.740
H -2.161 -1.852 0.432
H -2.241 -0.170 0.783
H 2.261 0.379 0.629
H 1.341 -1.106 2.532
H 0.001 1.707 0.208

*R*
22
Properties=species:S:1:pos:R:3 method="wB97M-V/def2-TZVPD" e_homo_ev=-2.4 charge=-1
O 0.647 -0.840 2.860
N 0.216 0.847 -2.081
C 1.728 0.994 0.820
C -0.380 -1.642 2.490
C -2.164 1.124 -1.558
C -0.993 0.408 -2.184
C 1.751 -0.016 -0.320
C 0.346 -0.231 -0.925
H -1.746 1.716 -0.741
H -2.697 1.772 -2.243
H -1.205 -0.455 -2.856
H 0.285 -1.240 -1.312
H -0.116 -2.562 1.877
H -0.974 -2.045 3.336
H -1.127 -1.136 1.813
H 2.734 1.285 1.127
H 2.432 0.327 -1.106
H 1.171 1.895 0.534
H 1.161 0.502 1.666
H -0.324 -0.128 -0.065
H 2.127 -0.995 -0.017
H -2.873 0.419 -1.116

*S*
22
Properties=species:S:1:pos:R:3 method="wB97M-V/def2-TZVPD" e_homo_ev=-2.3 charge=-1
O -1.755 1.766 0.958
N 0.619 -1.680 -1.054
C 0.897 1.111 -0.144
C -0.708 1.710 1.759
C -0.019 -2.606 -0.247
C -0.019 0.840 -1.343
C 0.324 0.644 1.187
C -0.422 -0.674 -1.437
H 0.589 1.097 -2.244
H 1.005 2.188 -0.126
H -1.325 -0.737 -0.697
H 1.442 -1.216 -0.798
H -0.898 -0.741 -2.476
H 0.030 2.662 1.899
H 0.645 -3.459 0.181
H 2.005 0.875 -0.052
H 1.032 0.580 1.972
H -1.102 1.635 2.714
H -0.960 -2.881 -0.627
H -0.165 -0.308 1.051
H -1.014 1.372 -1.245
H -0.199 -2.177 0.770

Least stable of them? *R*.

*P*
22
Properties=species:S:1:pos:R:3 method="wB97M-V/def2-TZVPD" e_homo_ev=-2.0 charge=-1
O 0.188 0.058 -2.744
N -1.212 0.628 0.480
C -1.919 1.801 -0.216
C 0.309 0.711 -1.673
C 1.677 -0.163 1.100
C -0.413 -0.215 -0.513
C 0.704 -0.960 0.167
C 0.240 -2.193 0.985
H 1.233 -1.295 -0.731
H -2.882 1.846 0.051
H -1.496 2.814 -0.070
H 1.404 1.024 -1.317
H -1.152 -0.694 -1.101
H -0.565 1.112 1.065
H 1.099 0.106 1.946
H 1.791 0.807 0.641
H 2.644 -0.761 1.252
H -0.037 -3.165 0.385
H -0.625 -1.987 1.695
H 1.045 -2.582 1.578
H -0.299 1.527 -1.638
H -1.733 1.579 -1.342

*Q*
22
Properties=species:S:1:pos:R:3 method="wB97M-V/def2-TZVPD" e_homo_ev=-2.6 charge=-1
O -1.092 0.568 -0.782
N 3.383 0.565 0.347
C 1.413 1.862 0.110
C -1.803 0.572 0.442
C 2.104 0.762 -0.182
C 1.641 -0.386 -1.045
C -2.040 -0.845 0.926
C -2.560 -1.726 -0.169
H 1.940 2.636 0.724
H 2.271 -0.440 -1.947
H -1.861 -1.539 -0.983
H -2.643 -2.834 0.059
H 3.783 1.479 0.676
H -2.784 1.087 0.297
H -2.658 -0.909 1.811
H 0.580 -0.191 -1.249
H -1.223 1.101 1.221
H 1.819 -1.286 -0.410
H -3.522 -1.353 -0.491
H 3.986 0.162 -0.394
H 0.318 1.951 -0.142
H -1.053 -1.236 1.182

Least stable of them? *P*.

*P*
37
Properties=species:S:1:pos:R:3 method="wB97M-V/def2-TZVPD" e_homo_ev=-9.5 charge=0
O 3.766 0.657 0.629
O -1.701 -2.248 -2.189
O 1.691 1.516 2.664
O -0.751 4.366 -1.099
N -1.272 -0.940 0.459
C 0.621 -2.517 0.544
C -1.070 0.509 0.356
C 0.208 0.895 -0.396
C -0.334 -1.648 1.358
C -1.103 -2.502 2.353
C 0.226 0.461 -1.862
C -0.936 0.991 -2.692
H -1.085 2.059 -2.522
H 1.205 -3.173 1.193
H 2.503 1.353 2.166
H -2.211 -1.118 0.794
H -2.099 -3.054 -1.842
H -1.046 0.991 1.344
H 1.303 -1.922 -0.066
H -0.402 -2.996 3.029
H -1.820 -1.930 2.941
H 1.181 0.752 -2.310
H 0.258 -0.919 1.920
H 1.057 0.455 0.128
H 0.246 -0.630 -1.918
H -0.774 0.854 -3.759
H -0.492 4.179 -0.196
H 0.064 -3.144 -0.154
H -1.638 -3.309 1.843
H -1.495 -1.703 -1.402
H 1.113 0.787 2.436
H -1.874 0.503 -2.428
H -1.935 0.913 -0.175
H 3.822 -0.095 0.032
H 4.212 1.385 0.180
H 0.328 1.977 -0.329
H -0.570 3.573 -1.607

*Q*
37
Properties=species:S:1:pos:R:3 method="wB97M-V/def2-TZVPD" e_homo_ev=-9.4 charge=0
O -1.938 -2.797 -1.223
O -0.414 -4.573 1.099
O 1.351 -0.825 3.567
O -0.912 -0.571 -2.637
N -0.326 0.966 -0.269
C 2.090 -1.096 -0.680
C -0.586 2.451 -0.351
C -1.559 0.417 0.443
C -0.478 3.356 0.833
C 0.012 2.983 -1.682
C 2.090 0.345 -0.156
C 0.844 0.651 0.651
H -0.742 2.895 1.808
H -1.367 0.487 1.506
H 0.509 3.796 0.922
H -1.686 2.498 -0.557
H 0.681 -0.056 1.509
H -1.703 -0.109 -2.379
H -0.229 2.213 -2.415
H -0.986 -4.583 0.331
H 1.062 0.092 3.422
H 0.134 -3.799 1.163
H 0.963 1.596 1.186
H -0.309 4.014 -1.820
H -1.407 -2.166 -0.700
H 3.140 -1.442 -0.778
H -1.208 4.167 0.900
H 1.652 -1.875 -0.057
H -1.873 -2.467 -2.118
H 2.310 0.985 -1.008
H 2.008 -0.629 4.246
H 1.127 3.051 -1.697
H 2.969 0.549 0.470
H -2.436 1.083 0.281
H -1.875 -0.570 0.125
H 1.684 -1.061 -1.697
H -0.092 -0.321 -2.178

Least stable of them? *Q*.

*P*
9
Properties=species:S:1:pos:R:3 method="wB97M-V/def2-TZVPD" e_homo_ev=-10.1 charge=0
Cl -0.852 2.277 -0.654
Cl -0.493 -1.193 1.745
Cl -0.753 -1.826 -0.969
F 1.837 -0.537 0.321
F 2.143 1.491 -0.282
C -0.935 -0.498 0.063
C -0.034 0.629 -0.334
C 1.287 0.580 -0.146
H -2.076 -0.244 0.077

*Q*
9
Properties=species:S:1:pos:R:3 method="wB97M-V/def2-TZVPD" e_homo_ev=-10.6 charge=0
Cl 0.411 0.571 0.436
Cl -5.578 -0.227 -0.135
Cl -3.249 -1.892 0.359
F -2.351 1.239 -1.830
F -2.870 1.640 1.631
C -3.800 -0.175 -0.087
C -2.861 0.755 -0.726
C -3.119 1.060 0.508
H 0.337 0.746 1.709

Least stable of them? *Q*.

*P*
15
Properties=species:S:1:pos:R:3 method="wB97M-V/def2-TZVPD" e_homo_ev=-9.0 charge=0
O -0.919 1.373 0.515
N 1.591 -0.886 0.075
N 2.818 1.149 0.447
C 0.219 -1.061 -0.393
C -0.068 0.096 -1.307
C -1.178 0.210 1.166
C 2.149 0.143 0.364
C -0.745 -0.979 0.759
C -0.469 1.234 -0.760
H -1.026 -1.876 1.281
H 0.230 0.048 -2.339
H 0.179 -2.031 -0.895
H -1.812 0.370 2.026
H 3.155 1.549 1.302
H -0.539 2.169 -1.298

*Q*
15
Properties=species:S:1:pos:R:3 method="wB97M-V/def2-TZVPD" e_homo_ev=-9.5 charge=0
O -1.710 -2.088 0.051
N 3.604 -0.723 -0.125
N -0.628 1.397 0.161
C 2.493 -0.475 -0.215
C -1.590 0.394 -0.436
C -1.152 -1.003 0.047
C 1.029 -0.248 -0.337
C 0.388 0.728 0.609
C 0.108 -0.695 0.788
H 0.639 -0.507 -1.373
H -0.442 2.068 -0.501
H -2.576 0.685 -0.098
H -1.749 0.380 -1.563
H 0.942 1.318 1.332
H 0.644 -1.232 1.657

Least stable of them? *Q*.

*P*
16
Properties=species:S:1:pos:R:3 method="wB97M-V/def2-TZVPD" e_homo_ev=-20.1 charge=+3
Al -0.461 -0.166 -0.451
O 0.398 5.120 -1.252
O 3.271 -3.727 -2.298
O -5.709 -1.994 -0.930
O 4.723 1.649 0.008
O -2.632 -1.196 4.441
H 5.537 1.297 -0.353
H 3.382 -4.090 -3.176
H -3.186 -1.940 4.681
H 0.249 5.745 -0.542
H 4.161 -3.661 -1.951
H 4.998 2.398 0.535
H -6.035 -2.672 -1.522
H 0.426 5.658 -2.043
H -6.444 -1.811 -0.345
H -2.676 -0.611 5.198

*Q*
16
Properties=species:S:1:pos:R:3 method="wB97M-V/def2-TZVPD" e_homo_ev=-24.4 charge=+3
Al 0.537 0.744 -0.741
O -0.965 1.801 1.504
O -0.961 -0.963 -2.553
O 1.751 2.554 1.169
O -0.987 -1.202 0.676
O 1.316 -2.037 -0.870
H -0.567 -1.423 -3.321
H 2.036 -2.520 -0.414
H -1.900 -0.825 -2.795
H -0.637 2.574 1.997
H 1.086 -2.590 -1.638
H -1.565 -1.164 1.463
H 1.843 2.048 1.994
H 2.057 3.457 1.385
H -1.219 -2.035 0.229
H -1.823 1.581 1.915

Least stable of them? *P*.